# 1
Here is C15H16Cl2CuN4SSe as an isolated structure from the Open Molecules 2025 dataset. Energies are from ωB97M-V/def2-TZVPD.

Computed properties:
maximum force	0.0074	Eh/bohr
molar mass	497.80	g mol⁻¹
Kohn-Sham gap (spin up / spin down)	0.2542 / 0.2449	Eh
energy	-6160.7344	hartree
energy above the lowest of the compared OMol25 structures with the same formula, charge and spin	17.1	kJ/mol
HOMO (spin up / spin down)	-7.37 / -7.29	eV

ORCA input file:
```
! wB97M-V def2-TZVPD RIJCOSX def2/J DEFGRID3
* xyz 0 2
Cu 0.147 -0.749 -1.339
C 2.157 1.522 1.709
C 1.305 0.638 0.862
N 1.544 0.341 -0.360
N 2.656 0.825 -0.977
C 2.703 0.435 -2.236
N 3.773 0.863 -2.938
S 1.545 -0.539 -3.097
C 0.095 -0.014 1.429
C -0.306 0.178 2.740
C -1.417 -0.513 3.206
C -2.089 -1.367 2.355
C -1.638 -1.491 1.049
N -0.578 -0.833 0.601
H 2.991 1.896 1.124
H 2.540 0.975 2.573
H 1.574 2.366 2.082
H 4.476 1.408 -2.469
H 3.900 0.577 -3.890
H 0.243 0.848 3.384
H -1.748 -0.382 4.228
H -2.953 -1.929 2.678
H -2.133 -2.116 0.314
Cl 2.070 -2.827 0.233
C 3.228 -4.156 0.129
Cl 3.320 -5.096 1.625
H 4.207 -3.736 -0.066
H 2.914 -4.816 -0.670
Se -1.898 -1.372 -2.438
C -2.494 0.316 -1.735
C -1.741 1.478 -1.920
C -2.133 2.677 -1.342
C -3.297 2.747 -0.589
C -4.066 1.603 -0.420
C -3.665 0.400 -0.983
H -0.843 1.436 -2.527
H -1.533 3.566 -1.494
H -3.608 3.685 -0.148
H -4.984 1.647 0.155
H -4.265 -0.491 -0.838
*
```

=====

# 2
Here is C15H16Cl2FMnNSSi as an isolated structure at a distorted geometry from the Open Molecules 2025 dataset. Energies are from ωB97M-V/def2-TZVPD.

Computed properties:
maximum force	0.0392	Eh/bohr
molar mass	415.29	g mol⁻¹
Kohn-Sham gap (spin up / spin down)	0.2877 / 0.2738	Eh
energy	-3494.9618	hartree
energy above the lowest of the compared OMol25 structures with the same formula, charge and spin	15.3	kJ/mol
HOMO (spin up / spin down)	-7.41 / -7.56	eV

ORCA input file:
```
! wB97M-V def2-TZVPD RIJCOSX def2/J DEFGRID3
* xyz 0 6
Mn -0.452 -0.103 -0.714
C 2.372 -0.406 3.327
Si 1.427 0.162 1.801
C 2.567 1.102 0.614
C 0.081 1.408 2.304
N 0.609 -1.027 0.840
C 0.535 -2.384 0.922
C 1.154 -3.212 1.879
C 0.996 -4.586 1.858
C 0.219 -5.217 0.894
C -0.409 -4.442 -0.072
C -0.230 -3.088 -0.022
F -0.855 -2.292 -0.979
H 2.816 0.455 3.829
H 3.178 -1.094 3.063
H 1.713 -0.908 4.038
H 3.013 1.988 1.073
H 1.988 1.439 -0.251
H 3.374 0.473 0.234
H 0.486 2.261 2.853
H -0.697 0.948 2.917
H -0.398 1.806 1.403
H 1.767 -2.750 2.640
H 1.492 -5.183 2.614
H 0.103 -6.291 0.891
H -1.022 -4.884 -0.848
Cl -2.484 1.036 -0.754
C -2.314 2.163 -2.083
C -3.314 3.105 -2.234
C -3.228 4.015 -3.269
C -2.150 3.967 -4.138
C -1.161 3.013 -3.973
Cl 0.149 2.990 -5.091
C -1.197 2.073 -2.924
S 0.093 0.909 -2.743
H -4.152 3.121 -1.549
H -4.000 4.761 -3.398
H -2.067 4.672 -4.953
*
```

=====

# 3
Here is C15H16HfN8O3S3 as an isolated structure from the Open Molecules 2025 dataset. Energies are from ωB97M-V/def2-TZVPD.

Computed properties:
maximum force	0.0162	Eh/bohr
molar mass	631.04	g mol⁻¹
Kohn-Sham gap	0.2564	Eh
energy	-2487.1982	hartree
energy above the lowest of the compared OMol25 structures with the same formula, charge and spin	23.5	kJ/mol
HOMO	-14.27	eV

ORCA input file:
```
! wB97M-V def2-TZVPD RIJCOSX def2/J DEFGRID3
* xyz 2 1
Hf -0.555 0.273 -0.092
C 0.618 2.960 5.113
S -0.956 2.541 4.341
C -0.448 1.800 2.870
S -1.788 1.351 1.831
N 0.812 1.639 2.599
N 1.040 1.010 1.401
C 2.254 1.023 0.992
C 2.585 0.330 -0.244
C 3.846 0.429 -0.798
C 4.096 -0.263 -1.979
C 3.077 -1.001 -2.558
C 1.826 -1.006 -1.964
N 1.571 -0.354 -0.823
H 0.363 3.361 6.091
H 1.238 2.076 5.235
H 1.143 3.715 4.534
H 3.023 1.566 1.531
H 4.610 1.022 -0.316
H 5.072 -0.221 -2.443
H 3.232 -1.555 -3.472
H 1.001 -1.539 -2.418
N -1.071 -2.823 2.955
C -0.493 -1.680 2.618
N -0.626 -1.519 1.304
C -1.345 -2.621 0.915
N -1.642 -3.422 1.896
C -1.737 -2.732 -0.485
C -2.356 -3.835 -1.056
N -2.679 -3.847 -2.342
C -2.401 -2.772 -3.062
C -1.795 -1.647 -2.508
N -1.457 -1.635 -1.215
H -1.133 -3.249 3.871
H 0.009 -1.015 3.302
H -2.587 -4.707 -0.458
H -2.667 -2.786 -4.112
H -1.588 -0.759 -3.090
C -1.906 3.522 -2.635
S -1.152 2.086 -1.960
O -0.432 1.305 -2.943
O -2.194 1.205 -1.316
O -0.247 2.401 -0.816
H -2.941 3.269 -2.857
H -1.364 3.783 -3.540
H -1.858 4.320 -1.898
*
```

=====

# 4
Here is C15H16I2N3O3Pb as an isolated structure at a distorted geometry from the Open Molecules 2025 dataset. Energies are from ωB97M-V/def2-TZVPD.

Computed properties:
maximum force	0.0267	Eh/bohr
molar mass	747.32	g mol⁻¹
Kohn-Sham gap	0.2851	Eh
energy	-1759.2781	hartree
HOMO	-10.70	eV

ORCA input file:
```
! wB97M-V def2-TZVPD RIJCOSX def2/J DEFGRID3
* xyz 1 1
Pb -1.810 -1.195 -0.777
I 4.489 2.740 1.676
C 2.725 1.612 1.497
C 2.586 0.423 2.195
C 1.421 -0.302 2.040
I 1.145 -2.107 3.088
C 0.372 0.122 1.209
O -0.754 -0.613 1.144
C 0.533 1.329 0.513
C -0.541 1.844 -0.408
N -0.740 0.922 -1.563
C 0.493 0.803 -2.371
C 1.015 -0.599 -2.564
C 2.167 -0.798 -3.317
C 2.638 -2.084 -3.501
C 1.959 -3.142 -2.907
C 0.833 -2.859 -2.168
N 0.366 -1.614 -2.005
C 1.711 2.054 0.665
H 3.371 0.070 2.849
H -0.256 2.835 -0.769
H -1.491 1.942 0.117
H -1.473 1.322 -2.141
H 1.288 1.361 -1.875
H 0.349 1.255 -3.354
H 2.681 0.049 -3.753
H 3.521 -2.265 -4.099
H 2.296 -4.162 -3.021
H 0.266 -3.648 -1.685
H 1.826 2.989 0.131
N -2.703 -0.012 3.438
C -3.906 -0.128 2.564
C -3.534 0.692 1.290
O -3.237 1.861 1.495
O -3.554 0.048 0.184
H -2.764 -0.546 4.301
H -2.570 0.979 3.644
H -1.854 -0.323 2.857
H -4.765 0.313 3.064
H -4.099 -1.167 2.315
*
```

=====

> Which of these has the lowest molar mass?

C15H16Cl2FMnNSSi

=====

What did the first record say?
Here is C15H16Cl2CuN4SSe as an isolated structure from the Open Molecules 2025 dataset. Energies are from ωB97M-V/def2-TZVPD.

Computed properties:
maximum force	0.0074	Eh/bohr
molar mass	497.80	g mol⁻¹
Kohn-Sham gap (spin up / spin down)	0.2542 / 0.2449	Eh
energy	-6160.7344	hartree
energy above the lowest of the compared OMol25 structures with the same formula, charge and spin	17.1	kJ/mol
HOMO (spin up / spin down)	-7.37 / -7.29	eV

ORCA input file:
```
! wB97M-V def2-TZVPD RIJCOSX def2/J DEFGRID3
* xyz 0 2
Cu 0.147 -0.749 -1.339
C 2.157 1.522 1.709
C 1.305 0.638 0.862
N 1.544 0.341 -0.360
N 2.656 0.825 -0.977
C 2.703 0.435 -2.236
N 3.773 0.863 -2.938
S 1.545 -0.539 -3.097
C 0.095 -0.014 1.429
C -0.306 0.178 2.740
C -1.417 -0.513 3.206
C -2.089 -1.367 2.355
C -1.638 -1.491 1.049
N -0.578 -0.833 0.601
H 2.991 1.896 1.124
H 2.540 0.975 2.573
H 1.574 2.366 2.082
H 4.476 1.408 -2.469
H 3.900 0.577 -3.890
H 0.243 0.848 3.384
H -1.748 -0.382 4.228
H -2.953 -1.929 2.678
H -2.133 -2.116 0.314
Cl 2.070 -2.827 0.233
C 3.228 -4.156 0.129
Cl 3.320 -5.096 1.625
H 4.207 -3.736 -0.066
H 2.914 -4.816 -0.670
Se -1.898 -1.372 -2.438
C -2.494 0.316 -1.735
C -1.741 1.478 -1.920
C -2.133 2.677 -1.342
C -3.297 2.747 -0.589
C -4.066 1.603 -0.420
C -3.665 0.400 -0.983
H -0.843 1.436 -2.527
H -1.533 3.566 -1.494
H -3.608 3.685 -0.148
H -4.984 1.647 0.155
H -4.265 -0.491 -0.838
*
```

=====

> Number 4 is which compound?

C15H16I2N3O3Pb